1.
{
  "formula": "C13H24N4O3P",
  "method": "ωB97M-V with the def2-TZVPD basis set",
  "symbols": ["C", "C", "C", "C", "C", "P", "N", "N", "C", "C", "O", "N", "C", "C", "C", "O", "N", "C", "O", "C", "C", "H", "H", "H", "H", "H", "H", "H", "H", "H", "H", "H", "H", "H", "H", "H", "H", "H", "H", "H", "H", "H", "H", "H", "H"],
  "coordinates": [[1.62827, -1.42570, 3.00430], [0.86898, -2.04112, 1.84262], [1.49799, -1.67234, 0.34162], [0.90236, -0.19711, -0.05663], [-0.54369, -0.16940, -0.82900], [-1.55795, -1.70264, -1.34575], [-0.70632, -2.45607, -2.53163], [-0.77313, 1.31762, -0.99299], [-2.05301, 1.71324, -1.69551], [-3.39986, 1.60346, -0.71780], [-4.32062, 2.60321, -0.79996], [-3.64216, 0.42378, 0.20323], [-4.86511, -0.37544, -0.20152], [-3.67913, 0.84375, 1.65938], [0.37876, 2.12924, -0.43193], [0.47036, 3.62614, -0.46283], [1.42917, 1.20741, 0.14966], [2.76758, 1.47358, 0.81206], [3.82584, 1.46463, -0.20587], [4.66566, 0.26140, -0.14704], [4.50710, -0.76652, -1.41435], [1.24374, -0.46674, 3.57355], [2.66043, -1.97258, 3.25048], [-0.06051, -2.73867, 2.01395], [1.23446, -2.48302, -0.46525], [2.66140, -1.60656, 0.50265], [-2.84871, -1.37606, -1.90441], [-1.70904, -2.59471, -0.19069], [-0.43895, -3.42324, -2.22044], [-2.01303, 2.75119, -2.24636], [-2.23126, 0.89939, -2.54933], [-5.25557, -0.13550, -1.28944], [-4.55306, -1.52419, -0.13961], [-5.75022, -0.25672, 0.58193], [-3.67935, -0.15459, 2.31030], [-2.65944, 1.43172, 1.85383], [-4.62634, 1.45865, 1.97176], [1.07378, 3.90839, 0.29547], [2.75569, 2.57739, 1.26687], [2.93610, 0.75778, 1.72122], [5.79546, 0.64650, -0.17360], [4.57082, -0.37236, 0.83089], [5.07787, -0.35506, -2.37219], [3.39485, -1.04530, -1.64870], [5.07228, -1.77279, -1.10882]],
  "atomic_forces_ev_per_a": [[-0.82, -1.15, -2.17], [1.72, 1.45, 1.38], [0.70, -0.58, 1.66], [-4.19, -0.12, -2.39], [5.52, 3.90, 3.47], [2.37, -2.20, -2.48], [-1.13, 0.19, 2.54], [3.35, -0.51, 1.75], [-1.34, -0.13, -0.75], [-4.93, 5.07, 0.22], [6.20, -6.41, 0.24], [0.00, 1.55, -1.23], [-0.85, -1.35, 0.18], [0.81, -0.36, 0.84], [-0.17, -1.34, 0.14], [0.25, -4.92, 0.97], [-5.17, -1.74, -2.18], [1.16, 2.04, -0.04], [-1.38, -1.64, 2.40], [2.23, -1.19, -0.78], [0.68, -0.26, 0.11], [0.20, -3.14, 0.01], [-1.51, 2.49, -1.30], [0.99, 2.59, -0.73], [0.43, 2.03, 1.24], [-2.21, -0.09, -0.45], [0.76, 0.56, 1.03], [-0.29, 1.44, -0.48], [-0.28, 1.23, -0.42], [-0.03, -2.02, 1.58], [0.53, 1.75, 1.84], [0.89, -0.39, 2.34], [-0.77, 2.38, -0.27], [1.82, 0.06, -1.79], [0.12, 2.19, -1.45], [-2.42, -1.20, -0.15], [1.85, -0.93, -0.82], [-0.97, -0.68, -1.25], [-0.20, -2.36, -1.13], [-0.49, 0.93, -2.04], [-2.55, -0.76, 0.13], [-0.21, 1.50, -1.54], [-1.54, -0.79, 2.07], [2.14, 0.69, 0.32], [-1.24, 2.19, -0.62]],
  "nbo_charge": [-0.4710, -0.1657, -0.5216, 0.2524, -0.1763, 1.2108, -1.2501, -0.3805, -0.3150, 0.6863, -0.4997, -0.5784, -0.4443, -0.4247, 0.7264, -0.6262, -0.4187, 0.0803, -0.5228, -0.1008, -0.6656, 0.2295, 0.2374, 0.2338, 0.2802, 0.2587, 0.0153, 0.0194, 0.3789, 0.2977, 0.2594, 0.2389, 0.2015, 0.2297, 0.2238, 0.2112, 0.2241, 0.5176, 0.2103, 0.2460, 0.2185, 0.1814, 0.2439, 0.2174, 0.2309],
  "smiles": "C=CCc1c([PH2]=N)n(CC(=O)N(C)C)c(O)[n+]1COCC",
  "charge": 1,
  "spin_multiplicity": 1,
  "homo_energy_ev": -11.02
}

***

2.
{
  "formula": "C13H24N4O7P",
  "method": "ωB97M-V with the def2-TZVPD basis set",
  "symbols": ["C", "C", "N", "C", "C", "C", "N", "C", "N", "N", "P", "O", "C", "H", "H", "H", "H", "H", "H", "H", "H", "H", "H", "H", "H", "H", "H", "H", "H", "C", "C", "O", "C", "O", "O", "H", "H", "H", "H", "C", "C", "O", "C", "O", "O", "H", "H", "H", "H"],
  "coordinates": [[-2.25561, 0.72569, 0.60047], [-1.53573, 1.74885, -0.22483], [-0.43949, 2.30719, 0.08779], [-2.12736, 2.14791, -1.55806], [-1.92869, 1.14133, -2.69863], [-2.36528, -0.30908, -2.49449], [-1.40049, -1.10443, -1.74182], [-0.09864, -0.85397, -1.80197], [0.71994, -1.74356, -1.16445], [0.42119, 0.21344, -2.44546], [1.76625, 0.91694, -1.54029], [3.12012, 0.44442, -1.83695], [-0.49486, 1.10583, -3.21537], [-2.89812, 1.17038, 1.36268], [-2.87169, 0.07231, -0.00557], [-1.52710, 0.10152, 1.12167], [-0.08878, 2.02919, 1.00873], [-1.62021, 3.07432, -1.82835], [-3.19325, 2.37326, -1.47765], [-2.55374, 1.47612, -3.52837], [-3.32899, -0.41304, -2.00301], [-2.48152, -0.76334, -3.47995], [-1.69205, -1.44750, -0.82645], [0.64903, -2.71392, -1.41676], [1.37055, -1.48217, -0.44459], [1.33234, 0.62068, -0.24872], [1.49125, 2.25127, -1.82259], [-0.48214, 0.74648, -4.24535], [-0.04538, 2.09578, -3.22419], [4.74397, 1.82463, 2.26519], [4.36802, 2.16514, 0.83332], [2.93067, 2.12273, 0.89459], [2.53841, 2.31037, 2.17891], [1.40178, 2.45095, 2.50702], [3.59650, 2.27904, 3.00175], [5.63215, 2.33333, 2.62604], [4.84663, 0.75043, 2.42384], [4.66691, 3.17599, 0.55502], [4.71871, 1.45810, 0.08734], [-1.66975, -4.57438, 2.76972], [-0.62257, -3.47472, 2.82288], [-0.97333, -2.67593, 1.67534], [-2.27927, -2.89390, 1.39570], [-2.90843, -2.24206, 0.61375], [-2.76128, -3.91381, 2.10759], [-1.99720, -4.92614, 3.74260], [-1.35893, -5.42034, 2.15663], [-0.71329, -2.85290, 3.71327], [0.39875, -3.82845, 2.72205]],
  "atomic_forces_ev_per_a": [[0.17, -0.13, 0.29], [0.03, 0.27, -0.20], [-0.04, -0.13, 0.04], [-0.01, -0.08, 0.10], [0.01, -0.13, -0.09], [-0.27, -0.02, -0.23], [0.53, 0.49, -0.24], [-0.15, -0.01, 0.01], [-0.15, 0.18, 0.23], [-0.39, 0.07, 0.72], [0.31, 0.04, -0.30], [0.04, -0.15, -0.10], [0.27, -0.12, -0.23], [0.00, 0.16, -0.11], [-0.20, 0.11, 0.09], [-0.04, 0.01, 0.09], [-0.03, 0.06, -0.01], [-0.11, 0.02, -0.14], [-0.02, -0.12, 0.20], [0.15, 0.21, -0.05], [-0.01, 0.10, 0.07], [0.02, -0.08, 0.02], [-0.21, -0.74, -0.22], [-0.27, -0.03, 0.30], [0.30, 0.04, -0.33], [-0.05, 0.14, 0.02], [-0.08, 0.06, 0.14], [0.03, -0.07, 0.03], [-0.08, 0.05, 0.03], [0.05, -0.07, -0.08], [0.12, 0.12, 0.07], [0.05, 0.01, -0.13], [0.05, -0.11, -0.04], [0.04, -0.07, 0.08], [-0.07, 0.05, 0.02], [-0.06, 0.07, 0.03], [0.01, 0.00, 0.00], [0.01, 0.00, 0.01], [-0.09, -0.06, 0.01], [0.13, -0.03, 0.03], [-0.03, -0.05, 0.11], [-0.09, -0.01, -0.06], [0.09, -0.10, 0.26], [0.17, -0.08, -0.28], [-0.06, 0.07, -0.09], [-0.06, 0.06, 0.00], [0.00, 0.00, 0.00], [0.00, 0.00, 0.00], [-0.01, 0.01, -0.08]],
  "nbo_charge": [-0.7057, 0.3180, -0.6639, -0.4708, -0.2400, -0.2384, -0.5626, 0.7178, -0.8468, -0.6868, 1.6868, -1.0545, -0.2201, 0.2605, 0.2198, 0.2243, 0.3709, 0.2415, 0.2342, 0.2475, 0.2423, 0.2236, 0.4696, 0.4327, 0.4264, -0.0885, -0.0390, 0.2264, 0.2331, -0.1001, -0.1067, -0.5247, 0.9819, -0.5949, -0.4741, 0.2188, 0.1886, 0.1964, 0.2297, -0.1017, -0.1023, -0.5061, 0.9893, -0.6236, -0.4623, 0.2237, 0.1967, 0.2010, 0.2121],
  "charge": 1,
  "spin_multiplicity": 1,
  "homo_energy_ev": -12.70
}

***

3.
{
  "formula": "C13H25BCl3FN6O",
  "method": "ωB97M-V with the def2-TZVPD basis set",
  "symbols": ["C", "B", "O", "C", "C", "N", "C", "C", "N", "C", "C", "N", "C", "C", "C", "F", "C", "C", "N", "N", "N", "H", "H", "H", "H", "H", "H", "H", "H", "H", "H", "H", "H", "H", "H", "H", "H", "H", "H", "H", "H", "H", "H", "H", "H", "Cl", "C", "Cl", "Cl", "H"],
  "coordinates": [[-3.18747, 2.85367, -0.72083], [-1.99081, 2.17854, -1.49741], [-1.61486, 2.61740, -2.72248], [-1.17707, 0.87640, -0.93963], [-0.49103, 0.31854, -2.12021], [0.04289, -0.14041, -3.02361], [-2.23172, -0.19742, -0.53272], [-1.78115, -1.66766, -0.60528], [-2.67171, -2.59221, 0.09603], [-0.19637, 1.34542, 0.21858], [0.27662, 2.70628, -0.13875], [0.55746, 3.78372, -0.40697], [-1.03041, 1.59189, 1.54436], [-0.86576, 0.65449, 2.74480], [-1.40396, -0.75469, 2.62218], [-2.79741, -0.73103, 2.65698], [1.03855, 0.47673, 0.57152], [2.23926, 0.24013, -0.40504], [2.16095, -1.01822, -1.13200], [2.33705, 1.30260, -1.37083], [3.48795, 0.13751, 0.40013], [-3.62269, 3.67170, -1.30209], [-3.97051, 2.12802, -0.48474], [-2.84979, 3.29158, 0.22353], [-1.97958, 3.48056, -2.94205], [-3.06764, -0.09471, -1.23760], [-2.65664, -0.00735, 0.45459], [-0.78139, -1.77810, -0.17098], [-1.74729, -1.98682, -1.64704], [-3.56939, -2.63224, -0.37433], [-2.86294, -2.26520, 1.03884], [-2.09053, 1.62635, 1.29869], [-0.78654, 2.59260, 1.90850], [-1.42340, 1.11630, 3.56784], [0.16596, 0.59518, 3.10053], [-1.06476, -1.37111, 3.45671], [-1.11722, -1.25349, 1.69514], [0.68764, -0.51061, 0.88539], [1.46102, 0.94851, 1.46274], [1.23994, -1.43308, -1.10364], [2.83549, -1.67152, -0.75565], [2.68850, 2.17504, -0.99533], [2.90715, 0.99258, -2.14717], [3.72760, 1.06719, 0.73583], [3.30145, -0.40425, 1.24316], [5.26747, -4.58782, -2.28399], [4.85277, -4.51154, -0.57495], [4.90026, -2.84652, 0.00937], [3.26710, -5.22865, -0.27597], [5.58697, -5.08430, -0.02417]],
  "atomic_forces_ev_per_a": [[0.30, 0.16, 0.04], [-0.08, 0.03, 0.01], [0.16, 0.05, 0.23], [-0.28, -0.11, -0.40], [0.32, 0.37, 0.66], [-0.17, -0.21, -0.41], [-0.11, -0.14, -0.24], [-0.26, -0.02, 0.24], [-0.08, 0.10, 0.00], [-0.06, 0.08, 0.16], [-0.14, -0.67, -0.21], [0.10, 0.50, 0.07], [-0.01, 0.03, 0.11], [-0.07, -0.05, 0.18], [0.38, -0.03, 0.02], [-0.25, 0.01, 0.01], [-0.09, -0.08, -0.02], [0.34, -0.16, 0.03], [-0.13, -0.05, 0.36], [-0.03, 0.10, -0.01], [-0.25, 0.22, 0.16], [-0.08, -0.12, 0.02], [0.01, 0.07, 0.02], [-0.07, -0.05, -0.03], [-0.15, -0.09, -0.13], [-0.01, -0.03, 0.13], [0.11, 0.09, -0.15], [0.00, -0.05, -0.25], [0.30, 0.04, 0.05], [0.04, -0.06, 0.00], [-0.03, -0.06, -0.12], [0.10, 0.07, 0.00], [0.03, -0.06, -0.05], [0.07, -0.03, -0.03], [-0.02, 0.03, -0.15], [-0.08, 0.04, 0.04], [0.03, 0.09, 0.16], [0.07, 0.11, 0.04], [-0.04, 0.01, -0.06], [0.04, 0.03, -0.26], [-0.07, 0.05, -0.06], [-0.01, -0.03, 0.00], [-0.03, 0.01, 0.03], [0.09, -0.04, -0.09], [0.05, -0.10, -0.10], [0.00, 0.00, 0.00], [-0.01, 0.00, 0.02], [0.11, -0.04, 0.00], [0.00, 0.00, 0.00], [-0.01, 0.00, 0.00]],
  "nbo_charge": [-1.0305, 1.0718, -0.8534, -0.5129, 0.3184, -0.3144, -0.4025, -0.2286, -0.8286, -0.1044, 0.3128, -0.3375, -0.3977, -0.4486, 0.0403, -0.3808, -0.4286, 0.4065, -0.8415, -0.8516, -0.8436, 0.2305, 0.2472, 0.2484, 0.4990, 0.2151, 0.2239, 0.1686, 0.2184, 0.3549, 0.3575, 0.2283, 0.2344, 0.2337, 0.2176, 0.1783, 0.1677, 0.2144, 0.2147, 0.3626, 0.3776, 0.3620, 0.3954, 0.3530, 0.3458, 0.0287, -0.2890, 0.0246, 0.0150, 0.2267],
  "smiles": "CB(O)[C@](C#N)(CCN)[C@@](C#N)(CCCF)CC(N)(N)N.ClC(Cl)Cl",
  "spin_multiplicity": 1,
  "homo_energy_ev": -9.30
}

***

4.
{
  "formula": "C13H25BaNO8S2",
  "method": "ωB97M-V with the def2-TZVPD basis set",
  "symbols": ["Ba", "O", "C", "C", "O", "H", "H", "H", "H", "O", "S", "O", "O", "C", "C", "C", "H", "H", "H", "H", "H", "H", "H", "H", "O", "S", "O", "O", "C", "C", "C", "H", "H", "H", "H", "H", "H", "H", "H", "N", "C", "C", "C", "C", "C", "H", "H", "H", "H", "H"],
  "coordinates": [[-13.27996, 21.97057, 2.05623], [-15.24037, 22.64046, 7.28686], [-14.00240, 23.35837, 7.05529], [-13.41787, 23.71064, 5.67985], [-13.02374, 22.67029, 4.76303], [-13.27026, 22.74885, 7.58496], [-14.00998, 24.26377, 7.66217], [-12.53752, 24.29372, 5.95022], [-13.99566, 24.47927, 5.16657], [-17.57231, 22.85516, 10.08130], [-17.04001, 24.21267, 10.34705], [-17.71423, 25.23462, 11.16828], [-15.46247, 24.06673, 10.90521], [-14.70329, 25.27272, 11.23439], [-14.50082, 25.48568, 12.74280], [-16.86524, 25.21262, 8.72847], [-15.06255, 26.24775, 10.90521], [-13.79107, 25.18855, 10.64375], [-13.54292, 25.94264, 12.99126], [-14.60539, 24.54363, 13.28103], [-15.38578, 26.04611, 13.04423], [-17.35377, 24.53754, 8.02584], [-15.79786, 25.31723, 8.53388], [-17.26590, 26.19452, 8.98033], [-11.44857, 24.12069, 1.91217], [-10.44575, 25.19332, 2.12420], [-9.22247, 25.29978, 1.35047], [-11.25805, 26.68943, 2.05920], [-10.41443, 27.78193, 1.97588], [-10.34148, 28.36600, 0.53735], [-10.12833, 25.35862, 3.97568], [-9.48617, 27.49997, 2.47281], [-10.86108, 28.55670, 2.59902], [-11.32104, 28.74628, 0.24765], [-10.17100, 27.50681, -0.11137], [-9.53280, 29.08468, 0.40449], [-9.50195, 26.20140, 4.26801], [-9.68315, 24.39214, 4.21202], [-11.12876, 25.54101, 4.36809], [-14.94122, 24.31232, 1.79071], [-15.89507, 24.24639, 0.88534], [-16.47197, 25.39656, 0.35064], [-15.89485, 26.71973, 0.57407], [-14.86616, 26.76078, 1.47566], [-14.38531, 25.52493, 2.00515], [-16.46550, 23.35983, 0.65081], [-17.26918, 25.34781, -0.37632], [-16.21417, 27.65878, 0.14672], [-14.41253, 27.67346, 1.83294], [-13.63459, 25.44567, 2.77752]],
  "atomic_forces_ev_per_a": [[0.25, 1.56, 2.71], [1.99, 1.31, -1.06], [-1.31, -1.16, 0.35], [0.44, -1.12, -1.53], [-0.92, 0.47, -0.73], [0.17, -0.49, 0.09], [-0.22, 0.37, 0.07], [0.58, 0.02, 0.39], [-0.84, -0.01, -0.07], [1.58, 3.25, 1.04], [-0.22, 1.22, -0.56], [0.82, -2.31, -0.46], [-1.78, 0.47, -0.54], [0.79, 0.36, 0.06], [-0.98, -1.02, -0.41], [0.67, -1.58, 1.67], [-1.09, -0.41, -0.58], [0.29, -0.50, 0.35], [-0.26, 0.20, -0.09], [0.37, -0.14, -0.09], [0.41, 0.40, 0.43], [-0.08, 0.66, -0.27], [-0.11, -0.22, -0.18], [-0.43, -0.42, -0.36], [1.44, 1.64, -0.07], [-0.07, 2.32, 1.50], [-1.87, -0.78, 0.71], [-1.03, -4.02, -0.68], [0.85, 2.41, -0.31], [0.16, -1.54, 0.59], [-0.45, -0.91, -1.53], [0.48, 0.49, -0.58], [-0.09, -0.09, 0.29], [0.14, 0.34, 0.18], [0.30, 0.13, -0.26], [-0.24, 0.05, 0.10], [0.21, -0.15, -0.66], [-0.19, 0.16, 0.52], [0.08, -0.54, 0.12], [1.79, 0.09, -0.34], [-2.50, 1.96, -0.62], [1.21, 2.31, -0.93], [-0.57, -2.38, 0.44], [1.08, -1.71, 0.87], [-1.06, -0.05, 0.69], [0.50, -0.69, 0.24], [-0.16, -0.32, 0.11], [-0.54, -0.28, -0.27], [0.11, 0.05, -0.21], [0.29, 0.62, -0.09]],
  "mulliken_spin": [0.0008, 0.9201, -0.0027, -0.0207, 0.0031, 0.0602, 0.0269, 0.0036, 0.0048, -0.0005, 0.0005, 0.0001, 0.0000, -0.0004, -0.0001, 0.0036, 0.0002, 0.0003, 0.0000, 0.0000, 0.0000, -0.0011, 0.0004, 0.0003, -0.0001, 0.0000, 0.0000, 0.0000, 0.0000, 0.0000, 0.0001, 0.0000, 0.0000, 0.0000, 0.0000, 0.0000, 0.0000, 0.0000, 0.0000, 0.0000, 0.0000, 0.0000, 0.0000, 0.0001, 0.0009, 0.0000, 0.0000, 0.0000, 0.0000, -0.0006],
  "charge": 1,
  "spin_multiplicity": 2,
  "homo_energy_ev": [-10.75, -10.72]
}